(1)
89
Properties=species:S:1:pos:R:3:mulliken_charge:R:1 method="wB97M-V/def2-TZVPD" largest_force_ev_per_a=1.7 multiplicity=1 lumo_energy_ev=-0.3 total_energy_ha=-5185.55434 e_homo_ev=-6.39 homo_lumo_gap_ev=6.1
Hg -0.08751 -0.05202 -0.02513 1.190
C -3.23792 -0.73078 -6.98110 -0.400
C -3.34213 0.49776 -6.46526 -0.379
C -4.60515 1.23723 -6.11285 -0.463
C -5.84925 0.37066 -5.82299 -1.083
C -5.68070 -0.65051 -4.73174 -0.119
C -5.21822 -1.90217 -4.85335 -0.457
C -4.77818 -2.59887 -6.10889 -0.652
C -4.34761 -1.69975 -7.28857 -0.924
C -0.02860 -0.89896 1.98754 -1.703
H -2.24778 -1.08821 -7.29531 0.364
H -2.43542 1.10711 -6.37344 0.467
H -4.87216 1.93209 -6.92978 0.368
H -4.39847 1.87392 -5.23582 0.265
H -6.64879 1.05836 -5.50590 0.427
H -6.19782 -0.08065 -6.75924 0.326
H -6.06726 -0.32245 -3.75900 0.474
H -5.24335 -2.56177 -3.97997 0.445
H -5.58778 -3.25564 -6.47501 0.343
H -3.94361 -3.27349 -5.85249 0.304
H -3.98288 -2.37112 -8.08146 0.431
H -5.23070 -1.19845 -7.70278 0.322
H 0.77438 -1.65872 2.03874 0.349
H -0.98894 -1.32521 2.28913 0.533
H 0.23726 -0.06007 2.65519 0.394
P -0.30218 0.93673 -2.33234 0.812
P -2.48128 -0.73456 -0.41903 0.346
C -2.01280 0.65831 -2.77683 -0.625
C -2.92166 0.05860 -1.94941 -0.488
C 0.03899 2.70642 -2.45833 0.082
C -0.64894 3.50606 -3.39083 -0.283
C -0.34088 4.86288 -3.50980 -0.540
C 0.63609 5.43915 -2.69222 -0.512
C 1.30164 4.65612 -1.74361 -0.549
C 0.99127 3.30228 -1.61159 -0.416
C 0.77928 0.05535 -3.50255 0.764
C 0.88562 -1.34915 -3.42780 -0.389
C 1.70316 -2.03967 -4.32480 -0.690
C 2.41185 -1.34451 -5.31266 -0.536
C 2.32273 0.05013 -5.38320 -0.689
C 1.52753 0.74794 -4.47168 -0.416
C -3.56454 -0.24581 0.94523 0.606
C -3.45320 1.04940 1.49388 -0.522
C -4.32035 1.45186 2.50891 -0.613
C -5.28914 0.56834 2.99864 -0.449
C -5.37128 -0.73405 2.49315 -0.612
C -4.50159 -1.14895 1.48586 -0.407
C -2.52942 -2.52943 -0.60442 0.472
C -1.68037 -3.37184 0.14192 -0.384
C -1.78825 -4.75725 0.00738 -0.629
C -2.71955 -5.30245 -0.88555 -0.546
C -3.53533 -4.46826 -1.65796 -0.332
C -3.42857 -3.08531 -1.53224 -0.249
H -2.31432 0.99856 -3.77672 0.208
H -3.99105 0.03549 -2.20234 0.629
H -1.41592 3.05798 -4.01903 0.266
H -0.85692 5.47033 -4.25532 0.405
H 0.87338 6.49807 -2.78543 0.364
H 2.06965 5.09728 -1.10569 0.436
H 1.47809 2.69902 -0.84514 0.279
H 0.34123 -1.88814 -2.65084 0.295
H 1.79058 -3.12649 -4.25192 0.423
H 3.04669 -1.88939 -6.01103 0.388
H 2.88333 0.59434 -6.14603 0.404
H 1.49730 1.83581 -4.50386 0.379
H -2.67671 1.72144 1.12334 0.313
H -4.23914 2.46032 2.91909 0.385
H -5.96531 0.88846 3.78912 0.376
H -6.11271 -1.43035 2.88780 0.378
H -4.53874 -2.17333 1.11579 0.367
H -0.94720 -2.93627 0.82232 0.256
H -1.15266 -5.41154 0.60715 0.410
H -2.80065 -6.38339 -0.98738 0.366
H -4.26408 -4.89015 -2.35440 0.429
H -4.04250 -2.42381 -2.14258 0.034
Br 4.44791 -1.55236 0.59733 -0.166
C 4.71104 -0.11951 1.78972 0.038
C 5.84696 -0.15656 2.61791 -0.487
C 6.06350 0.84402 3.57172 -0.422
C 5.13679 1.88513 3.71240 -0.566
C 4.01074 1.93091 2.88454 -0.444
C 3.78780 0.95462 1.89949 -0.097
C 2.51096 1.08696 1.09009 1.285
O 1.66436 1.94981 1.44575 -0.719
O 2.33643 0.27451 0.10764 -0.722
H 6.55818 -0.97651 2.51041 0.368
H 6.94637 0.80012 4.20944 0.360
H 5.28281 2.66562 4.46024 0.359
H 3.27848 2.72682 3.00293 0.397


(2)
15
Properties=species:S:1:pos:R:3:nbo_charge:R:1 method="wB97M-V/def2-TZVPD" largest_force_ev_per_a=1.2 e_above_lowest_kcal_mol=16.0 multiplicity=1 lumo_energy_ev=-3.2 total_energy_ha=-287.17089 e_homo_ev=-14.90 homo_lumo_gap_ev=11.7 total_charge=+1
C 0.30637 -0.77526 -0.63995 -0.082
C 0.17324 -2.02018 -1.05784 -0.348
N 1.37011 -0.29820 0.24804 -0.722
H -0.32350 0.02774 -0.99710 0.255
H -0.70285 -2.11733 -1.68635 0.241
H 0.66358 -2.93524 -0.76076 0.232
H 2.05975 -1.03048 0.47224 0.436
H 0.95709 0.08960 1.16771 0.477
H 1.88572 0.44777 -0.20726 0.433
H -2.83947 1.64124 -1.22598 0.488
H -1.85030 2.61573 -1.97464 0.490
O -1.91794 1.79780 -1.46320 -0.973
H -0.52738 0.39352 2.94434 0.516
H 0.44872 1.54421 2.66745 0.505
O 0.29686 0.61909 2.51330 -0.947


(3)
34
Properties=species:S:1:pos:R:3:nbo_charge:R:1 method="wB97M-V/def2-TZVPD" largest_force_ev_per_a=3.0 e_above_lowest_kcal_mol=35.1 multiplicity=1 lumo_energy_ev=0.4 total_energy_ha=-820.07516 e_homo_ev=-7.67 homo_lumo_gap_ev=8.0
N 6.93361 3.49392 -0.57488 -0.645
N 5.49517 3.59171 -0.75945 -0.493
C 4.56918 2.61930 -0.36748 0.759
O 4.96597 1.61139 0.19027 -0.665
N 3.24838 2.82854 -0.55413 -0.614
C 2.26872 1.86546 -0.26590 0.040
C 0.96561 2.06647 -0.58401 -0.272
C -0.02339 1.07108 -0.24380 -0.051
C 0.26800 -0.06307 0.57050 -0.207
C -0.70121 -1.04514 0.79647 -0.203
C -1.95077 -1.02659 0.14218 0.025
C -2.98118 -2.08944 0.36855 -0.064
C -4.36130 -1.91776 0.27419 -0.209
C -5.27226 -2.95444 0.56265 -0.204
C -4.77734 -4.25000 0.90259 -0.216
C -3.40171 -4.41950 0.90479 -0.213
C -2.51624 -3.37848 0.61273 -0.204
C -2.22263 0.10803 -0.65325 -0.204
C -1.28968 1.11272 -0.87397 -0.209
H 7.21210 3.89313 0.35514 0.359
H 7.24287 2.49793 -0.62936 0.381
H 5.13098 4.31702 -1.37410 0.372
H 2.96090 3.68964 -0.98009 0.392
H 2.57522 0.95943 0.18045 0.229
H 0.65239 2.96123 -1.08590 0.200
H 1.23110 -0.18748 1.06664 0.210
H -0.51919 -1.77932 1.52844 0.211
H -4.70368 -0.90644 0.03677 0.212
H -6.35240 -2.79165 0.54139 0.216
H -5.49282 -5.09714 1.12091 0.221
H -3.03069 -5.43241 1.03798 0.212
H -1.45473 -3.52019 0.50259 0.215
H -3.18575 0.23968 -1.20215 0.211
H -1.48326 1.93236 -1.54676 0.208


(4)
56
Properties=species:S:1:pos:R:3:nbo_charge:R:1 method="wB97M-V/def2-TZVPD" largest_force_ev_per_a=3.1 e_above_lowest_kcal_mol=0.0 multiplicity=7 lumo_energy_ev="-0.1 / -0.1" total_energy_ha=-3638.54993 e_homo_ev="-6.71 / -6.64" homo_lumo_gap_ev="6.6 / 6.6" s_squared=12.07
Eu 0.18933 0.72025 -0.68966 1.606
C -4.13182 0.47775 1.08470 -0.678
C -2.64141 0.46353 0.96498 0.226
N -2.02796 1.32265 0.21644 -0.285
N -2.81289 2.29581 -0.29156 -0.472
C -2.35736 3.03953 -1.27523 0.319
N -3.04984 4.18015 -1.49581 -0.784
S -1.06370 2.70887 -2.36271 -0.380
C -1.80031 -0.43289 1.76444 0.190
C -2.26630 -0.99116 2.95140 -0.242
C -1.42971 -1.80761 3.69185 -0.161
C -0.14670 -2.04608 3.23274 -0.202
C 0.26173 -1.41219 2.07231 0.062
N -0.53316 -0.62519 1.35079 -0.487
H -4.55408 0.55454 0.08320 0.253
H -4.45857 1.37065 1.62417 0.241
H -4.51648 -0.41161 1.57712 0.212
H -3.88345 4.35753 -0.96277 0.398
H -2.86725 4.69254 -2.33768 0.403
H -3.26830 -0.77619 3.29357 0.226
H -1.77181 -2.24960 4.61841 0.222
H 0.53553 -2.67959 3.78009 0.219
H 1.26484 -1.54780 1.69220 0.220
N 2.24731 -1.82277 -4.14613 -0.721
C 1.25427 -2.07661 -3.03871 -0.628
C 0.71883 -3.49519 -3.14223 -0.644
P -0.13979 -0.87487 -3.21808 2.381
O 0.84907 0.47150 -3.33231 -1.012
O -0.83806 -1.08325 -4.49399 -1.099
O -0.85876 -0.80421 -1.89898 -1.103
P 2.28696 -1.78568 -1.49534 2.407
O 1.81729 -2.89484 -0.43599 -0.991
O 3.66235 -2.08084 -2.01975 -1.139
O 1.99560 -0.45329 -0.87775 -1.120
H 2.10008 -2.42593 -4.94952 0.426
H 3.18619 -1.98441 -3.63489 0.485
H 2.18458 -0.84448 -4.43748 0.451
H 0.12959 -3.59866 -4.05587 0.241
H 0.05761 -3.69565 -2.30079 0.259
H 1.52721 -4.23007 -3.13647 0.215
H 0.37932 1.13069 -3.86976 0.536
H 2.36069 -3.69400 -0.51121 0.515
Cl 1.48443 0.36675 5.45770 -0.025
C 1.50952 1.00633 3.83758 -0.067
C 0.48381 1.83250 3.40976 -0.250
C 0.53230 2.39072 2.14444 -0.180
C 1.59080 2.11291 1.24245 -0.084
C 1.61184 2.66704 -0.09312 -0.836
C 2.61075 1.25858 1.72460 -0.211
C 2.57567 0.71967 2.99591 -0.236
H -0.31785 2.08446 4.09271 0.224
H -0.23018 3.10311 1.84962 0.215
H 2.61252 2.72133 -0.52092 0.216
H 1.10115 3.62537 -0.16684 0.225
H 3.45992 1.05477 1.08387 0.222
H 3.38465 0.09516 3.35448 0.224


(5)
28
Properties=species:S:1:pos:R:3:nbo_charge:R:1 method="wB97M-V/def2-TZVPD" largest_force_ev_per_a=2.4 e_above_lowest_kcal_mol=70.3 multiplicity=3 lumo_energy_ev="-4.5 / -4.4" total_energy_ha=-1065.50319 e_homo_ev="-11.63 / -10.93" homo_lumo_gap_ev="7.2 / 6.5" s_squared=2.02 total_charge=+1
C 0.38513 0.69125 -3.12967 -0.278
C -0.84955 -0.00334 -3.05412 -0.260
C -0.65184 -1.21315 -2.28497 -0.250
C 0.73161 -1.27287 -1.90366 -0.308
C 1.39928 -0.12513 -2.47579 -0.278
Mo -0.01812 0.58378 -0.89854 0.427
P -0.57710 2.86735 -0.49620 0.166
H 0.59219 1.59268 -3.66949 0.262
H -1.79993 0.30072 -3.49392 0.265
H -1.42464 -1.94725 -2.04629 0.262
H 2.47754 0.07132 -2.44437 0.270
H 1.20640 -2.04353 -1.33676 0.259
H -1.54951 3.09895 0.52791 0.036
H -1.10009 3.60711 -1.55744 0.049
H 0.48864 3.69164 -0.04462 0.064
C 0.43363 -1.09629 3.25520 -0.869
P 0.29810 -0.45363 1.51061 0.764
C 0.25746 -2.24776 0.94435 -0.866
C -0.53461 1.10608 2.23853 -0.852
H 1.04264 -1.98563 3.29844 0.234
H -0.58700 -1.32557 3.64755 0.242
H 0.89472 -0.33940 3.86344 0.232
H -0.05828 -2.91855 1.71092 0.232
H -0.39906 -2.35303 0.09608 0.224
H 1.32717 -2.47578 0.69942 0.256
H -0.77016 1.01008 3.28088 0.247
H 0.21762 1.90802 2.09667 0.247
H -1.43222 1.27192 1.66584 0.222